Formula: C18H42BNO18S4
Source: the OMol25 dataset
Level of theory: ωB97M-V with the def2-TZVPD basis set

XYZ file:
```
84
Properties=species:S:1:pos:R:3:forces:R:3:lowdin_charge:R:1
H 1.21583 -5.55873 3.89910 0.01 -0.16 0.03 0.115
H -1.62474 -5.12730 4.97706 0.02 0.06 0.03 0.087
C 0.93062 -9.01264 6.21343 0.03 -0.02 0.04 -0.125
C -2.16833 0.09019 -3.29492 0.11 0.00 0.72 -0.317
O -4.54156 3.65385 -5.08782 0.02 -0.21 -0.29 0.158
H 5.79304 2.18255 -0.33142 0.03 -0.03 -0.01 0.083
C 6.03053 2.48785 0.68744 -0.04 0.07 0.18 -0.069
H -4.27422 4.54701 -1.39507 -0.03 0.05 -0.01 0.087
H -2.22799 3.48943 2.64621 -0.02 -0.02 -0.01 0.079
H -2.22633 -0.96668 -8.46926 0.34 -0.57 -0.04 0.097
H -0.89222 -4.17545 3.67101 0.07 0.04 0.05 0.056
H 0.82835 -4.64389 5.34668 0.02 -0.10 0.14 0.119
C -3.31108 4.67668 -1.88780 0.05 -0.13 0.09 -0.073
H 7.82828 1.29862 0.72536 0.09 0.04 0.10 0.121
H -3.56601 0.87992 -5.13299 -0.08 -0.06 0.14 0.115
O -1.50466 -0.10505 -2.32335 0.10 -0.08 -0.31 0.107
H 0.20287 -8.84534 7.00220 -0.02 0.00 0.00 0.074
C -1.22634 3.52576 2.22773 0.05 0.04 0.03 -0.109
H -1.05136 -0.08221 -7.73759 -0.01 0.00 -0.16 0.081
H -4.18318 -1.65694 -6.98472 0.20 -0.59 0.12 0.104
H -1.35547 5.49417 -1.42945 0.04 -0.07 0.07 0.112
O 5.57073 2.88319 3.86785 -0.15 0.00 0.06 -0.274
O 1.52744 -8.07718 3.84308 0.02 -0.05 -0.14 -0.278
C -2.99710 2.38339 -7.43555 0.25 0.29 -0.44 -0.434
H 0.91412 -10.05227 5.89531 -0.01 0.00 -0.03 0.075
H 0.30604 -1.83536 -0.26227 0.11 0.12 0.02 0.123
H -1.21760 -5.90187 3.45101 0.01 -0.01 0.00 0.073
C 7.67392 1.98422 5.11930 0.05 -0.02 0.02 -0.120
O 5.94075 0.43974 3.90604 -0.16 -0.06 0.01 -0.284
H 2.43767 -0.11251 4.42442 -0.03 0.00 0.01 0.080
H -0.69422 4.41561 2.55138 0.01 0.01 0.00 0.076
C 6.93762 1.45861 1.32850 -0.13 -0.10 -0.38 -0.245
C -4.83499 2.91985 -5.98401 0.18 0.58 0.52 -0.490
H -3.46102 5.22757 -2.81638 0.00 0.03 0.01 0.076
N -1.75755 -0.78999 -7.58889 -0.43 0.98 0.04 0.218
H -0.27712 -2.66171 1.17523 0.11 0.06 0.15 0.109
C -2.35137 5.43090 -0.98949 -0.07 0.15 -0.35 -0.248
H -2.92751 3.68726 -2.13342 0.02 0.01 -0.01 0.065
O -2.25147 4.84880 0.33044 0.00 0.01 0.07 -0.263
S 0.73262 -0.85295 3.02805 0.18 0.08 -0.30 0.565
H -2.70161 6.44618 -0.81626 -0.02 -0.02 0.13 0.120
C -2.56051 0.74460 -5.53850 -0.13 -0.08 0.09 -0.198
H 6.43867 0.49595 1.44369 0.00 0.01 0.11 0.112
C -0.14498 -1.68112 0.71522 -0.31 -0.25 -0.28 -0.227
O 0.56598 -2.18026 3.54402 -0.09 -0.07 0.14 -0.284
O -1.65448 0.58474 -4.42775 0.08 0.01 -0.27 0.031
H -0.67519 2.62443 2.49363 -0.03 -0.04 -0.02 0.059
C -0.89694 -5.14481 4.16602 -0.08 -0.20 -0.08 -0.068
S 0.47882 -8.04428 4.81652 0.05 0.14 0.22 0.556
O -0.07219 3.81004 -0.10989 0.09 -0.05 -0.10 -0.274
C -1.44920 -0.93241 0.59287 -0.01 0.17 0.43 -0.080
H -1.27525 0.07376 0.22340 -0.06 -0.01 -0.13 0.050
H 8.37703 1.15789 5.07414 0.00 -0.01 0.00 0.075
H 3.07281 -1.03066 3.03278 0.01 -0.01 0.00 0.077
C 2.35933 -0.27733 3.35258 0.09 0.01 0.03 -0.119
O -4.19709 3.01267 -7.21641 -0.18 -0.45 -0.05 0.113
O -2.65334 2.19737 -8.56657 -0.17 0.01 0.21 0.150
H 1.92852 -8.72460 6.53013 0.01 0.01 0.00 0.073
O -0.20902 0.16179 3.39501 -0.08 0.05 0.12 -0.280
H 7.14174 1.98404 6.06749 -0.04 0.00 -0.01 0.078
O 0.49170 -6.63568 5.53803 0.08 -0.02 0.05 -0.266
O 7.44405 1.88853 2.61626 0.05 0.01 0.04 -0.264
O -3.65128 -1.45191 -6.20709 -0.53 0.92 -0.30 0.132
H -2.11505 -1.44768 -0.09549 0.05 -0.03 -0.07 0.078
H -1.94592 -0.84951 1.56084 0.01 -0.06 0.01 0.078
H -2.10817 2.86046 -5.52807 -0.24 -0.01 0.04 0.139
H -5.62369 0.94998 -6.35243 0.06 0.03 -0.14 0.087
H 8.17339 2.93616 4.96395 -0.01 0.02 -0.01 0.076
O -0.85607 -8.37621 4.42784 -0.06 -0.09 -0.09 -0.276
C -5.92779 1.90757 -5.93373 -0.16 -0.23 0.23 0.034
O 0.85271 -0.92708 1.45692 0.08 -0.01 0.00 -0.256
B -2.63630 -0.54772 -6.50010 0.23 -0.56 0.13 -0.559
H 5.09807 2.59706 1.23872 -0.01 -0.02 0.00 0.070
S -1.35102 3.54606 0.47610 -0.06 0.11 0.25 0.564
H 6.51687 3.46236 0.66090 0.03 -0.01 -0.05 0.085
S 6.46796 1.77077 3.85924 0.21 0.05 -0.07 0.557
O -2.10245 2.40802 0.05089 -0.04 -0.15 -0.15 -0.275
C -2.15115 2.03620 -6.24050 0.61 -0.11 0.10 -0.033
H -6.79779 2.25947 -6.48561 0.02 0.06 -0.11 0.103
H -3.25074 -0.09653 -3.30707 -0.14 0.02 -0.27 0.160
H -6.20291 1.76673 -4.89075 -0.08 0.03 -0.04 0.101
H 2.51052 0.65581 2.81713 0.00 0.02 0.00 0.076
H -1.14121 1.91033 -6.63128 -0.01 0.02 -0.03 0.137
C 0.48612 -5.44833 4.70078 -0.18 0.44 -0.23 -0.240
```
Positions in Å, forces in eV/Å.

**LUMO level**: 0.094 eV
**Calculated total energy**: -101710.3627 eV
**Structure (SMILES)**: CC(=O)OC(=O)C[C@H](OC=O)B(N)O.CCOS(C)(=O)=O.CCOS(C)(=O)=O.CCOS(C)(=O)=O.CCOS(C)(=O)=O
**Highest occupied orbital energy**: -10.5 eV
**Net charge**: 0
**Orbital gap**: 10.6 eV

---

Formula: C24H51ClIN13O24
Source: the OMol25 dataset
Level of theory: ωB97M-V with the def2-TZVPD basis set

XYZ file:
```
114
Properties=species:S:1:pos:R:3:forces:R:3:lowdin_charge:R:1
H -0.03199 -6.96049 -1.75825 0.29 0.08 0.12 0.100
N 3.33926 -3.44161 -4.55583 0.46 0.64 0.61 -0.392
C -1.83090 3.78881 0.80632 1.37 0.95 -0.07 -0.147
H 5.31402 2.75777 0.36310 -2.71 0.33 0.89 0.046
H 4.12743 2.16528 -1.55842 -1.97 0.34 1.85 0.074
C 3.40616 -1.49346 5.19858 -0.07 0.36 0.11 0.043
H -3.25242 3.69970 5.35132 0.22 0.16 -0.19 0.099
H 3.45197 1.19027 -5.09666 0.15 -0.01 0.22 0.105
C 4.16418 2.81110 0.64606 0.46 -0.72 -0.08 -0.142
H -10.51773 0.09663 1.05755 0.20 0.15 -0.08 0.104
O 3.69629 -4.06058 -3.54668 -0.42 1.03 -1.45 0.045
O 2.86176 -1.66104 -1.83611 -0.37 -1.56 1.33 0.042
O 3.93730 -3.45199 4.06558 -0.37 1.58 -0.36 0.038
H 2.54962 -1.95906 5.69021 0.25 -0.03 -0.04 0.103
C -3.98682 -3.58563 3.10162 0.22 0.04 0.22 0.022
C 4.47061 1.07032 -4.72223 0.08 -0.30 -0.14 0.039
O 2.14822 -7.25334 -2.73791 0.14 0.94 1.54 0.056
I -0.54290 -1.76302 0.29433 -1.08 1.21 0.03 0.971
C -2.39549 6.42642 0.18516 -0.74 -0.69 -1.28 -0.132
H -3.25054 -4.00581 3.79021 -0.32 0.02 -0.22 0.085
O 3.60517 -1.62436 2.88122 0.13 -1.18 1.37 0.050
O -0.29044 3.67507 -1.16116 -0.02 -3.06 1.64 -0.146
O 1.99925 -3.18193 -0.49589 0.72 0.64 -0.73 -0.117
H 3.87785 3.89773 1.00946 0.70 -2.25 -0.78 0.083
N -5.32962 -4.12713 3.44372 -0.75 -0.47 0.35 -0.419
N 2.93890 -2.65141 -1.09979 -0.16 0.87 -0.57 -0.394
H -2.04098 3.06773 4.18503 0.12 0.16 0.13 0.091
N 1.10967 1.55267 1.58709 -8.89 4.52 -6.50 0.144
C -2.69506 2.05489 -2.18438 -4.79 6.47 -4.42 -0.063
H 4.30299 -1.55751 5.81809 -0.21 -0.14 -0.08 0.103
O 4.46378 3.18534 -3.75875 0.91 -0.99 -1.47 0.022
H 3.18676 -0.45431 4.94391 0.07 -0.31 -0.08 0.099
O -7.93580 -0.19846 0.85631 -1.43 0.29 -0.92 0.033
H 2.49007 -5.23963 -5.26530 0.10 0.29 0.04 0.094
H 1.61797 -3.73409 -5.71247 0.25 0.03 -0.05 0.106
N -3.43581 2.75701 -3.01339 6.95 -6.87 7.62 0.099
C -1.79680 1.57442 -0.85823 -0.17 -0.85 -1.63 -0.202
C 4.28270 -3.26431 -0.92103 0.43 0.00 0.09 0.031
C -10.03754 0.52173 0.17390 -0.33 0.09 -0.15 0.051
H -7.18129 -2.38630 0.17709 0.42 0.02 -0.07 0.097
H -10.67730 0.40980 -0.70416 0.28 -0.05 0.18 0.099
C 0.15611 2.05282 0.85737 6.74 -3.07 4.34 -0.046
H -2.37555 3.22566 1.68210 0.96 0.96 -2.07 0.096
N -0.22962 -5.03929 3.16540 -0.76 -0.51 0.45 -0.408
H 0.83464 1.86554 -1.84081 -0.12 2.15 0.44 0.123
H -4.03376 -2.49948 3.20305 -0.05 -0.24 -0.19 0.078
O -6.27872 -3.74399 2.74980 1.11 -0.62 1.04 0.038
H -5.42791 -1.98476 0.30497 -0.16 -0.24 0.01 0.095
O -3.41741 5.75395 4.10567 1.79 -0.78 -0.15 0.053
C -6.32475 -1.92070 -0.31454 0.46 0.27 -0.15 0.001
H -3.42075 7.01612 0.08846 2.35 -1.11 0.49 0.077
N 3.67088 -2.25045 3.94548 0.21 -0.30 -0.99 -0.423
H -1.50306 3.99156 5.63730 -0.04 -0.05 -0.26 0.103
C 2.59655 -4.20399 -5.59532 -0.15 -0.35 -0.05 0.052
C -0.93919 2.78513 -0.17293 -0.37 0.93 1.05 -0.338
N 2.05560 -6.66252 -1.65564 0.89 -0.19 -0.57 -0.405
H 1.33494 -4.79159 1.79536 -0.06 0.23 0.10 0.089
C -2.21019 -0.49933 0.92937 -4.01 -0.89 6.25 -0.643
H 8.17246 5.76547 -1.71747 0.04 -0.22 0.13 0.103
H 8.98994 4.22652 -1.25347 -0.17 0.19 0.02 0.101
C -2.81019 4.82076 -0.02932 1.01 1.06 0.57 -0.602
O -8.65192 -0.82046 -1.13205 -0.41 0.90 1.48 0.056
N 6.91650 4.26982 -0.96130 -0.86 -0.31 0.46 -0.398
O -5.39661 -4.91687 4.39282 -0.24 1.10 -1.37 0.053
O 6.06283 2.70364 -5.19550 -1.28 -0.10 0.99 0.048
H -3.76506 -3.87942 2.07368 -0.09 0.15 0.17 0.099
H 8.01805 4.31202 -2.76190 -0.11 0.05 0.29 0.095
H -3.38683 1.45433 0.91835 1.28 -1.22 -1.52 0.126
O -1.17872 -4.65616 2.47148 1.17 -0.70 0.99 0.000
O -0.29661 -5.82903 4.11450 -0.20 1.16 -1.43 0.067
O -5.79360 -3.87924 -1.44754 -0.33 1.54 -0.44 0.041
H 4.48020 0.57890 -3.74726 -0.16 0.12 -0.13 0.095
H 2.06894 4.22808 -0.26466 0.51 -1.13 -2.25 0.114
H 0.83276 3.38680 -2.95201 -0.29 -0.82 2.47 0.143
H 2.86573 4.29334 -2.02825 -1.13 -1.50 1.55 0.108
C 3.31260 2.37019 -0.71247 0.85 0.45 -0.41 -0.243
N -6.06003 -2.67769 -1.56764 0.20 -0.37 -0.79 -0.411
H -9.77632 1.57043 0.32946 0.00 -0.23 0.11 0.104
N -2.34518 5.13811 4.10021 -0.48 1.03 -0.43 -0.413
C 0.86128 3.03478 -1.81144 2.01 0.73 -2.33 -0.177
H 1.84946 -4.91797 3.51188 -0.28 0.06 -0.16 0.089
H -1.77814 6.70909 -0.78301 -0.90 -0.47 2.25 0.091
H -6.54415 -0.88155 -0.56921 0.46 -0.82 -0.09 0.065
H -2.81539 4.65680 -1.18780 -0.43 -0.16 2.45 0.098
C 1.11318 -4.49779 2.82329 0.35 -0.11 0.17 0.029
N 5.04718 2.43034 -4.54534 0.30 1.01 0.18 -0.408
H 0.50145 -5.43069 -0.98214 0.14 -0.14 0.10 0.087
H 4.22379 -4.29625 -1.27293 -0.05 0.26 0.25 0.061
H 3.17570 -4.15141 -6.51946 -0.16 0.13 0.16 0.104
H 5.01002 -2.69801 -1.50680 -0.37 -0.08 0.10 0.101
H 4.01483 2.04931 1.54573 0.01 1.64 -1.95 0.066
H -1.82802 6.62301 1.18900 -1.22 -0.35 -2.01 0.076
H 1.06624 -3.41165 2.92473 -0.07 -0.16 -0.22 0.082
C 8.11968 4.67506 -1.73687 0.15 -0.05 -0.34 0.047
H 4.52610 -3.22050 0.14245 -0.20 -0.05 -0.09 0.104
O 2.99442 -6.19142 -1.00311 -1.20 -0.80 -1.01 0.035
H -3.69404 0.34874 -0.57464 1.91 0.76 1.57 0.145
H 5.08229 0.51773 -5.43868 -0.11 0.24 0.20 0.095
O -6.12574 -2.05161 -2.63190 0.23 -1.12 1.29 0.049
O 3.54303 -2.24316 -4.78230 -0.14 -1.80 0.49 0.053
H -0.99757 0.81132 -1.31043 -1.90 1.49 1.03 0.110
H 2.71356 1.38229 -0.52424 1.02 1.99 -0.35 0.078
C -2.28200 3.87349 4.88131 -0.21 -0.18 0.20 0.043
O 6.04666 3.62702 -1.56058 1.40 1.04 0.90 0.025
O -1.31644 5.47701 3.50360 -1.39 -0.29 0.76 0.023
C 0.69235 -6.50109 -1.08217 -0.34 -0.06 -0.07 0.047
Cl -4.50821 4.65818 0.76195 1.13 -0.23 -0.95 0.489
C -2.83606 0.78768 0.13035 -0.30 -0.84 -0.56 -0.131
H 0.68247 -6.99891 -0.11045 0.06 0.18 -0.12 0.104
C 2.33009 3.60157 -1.24660 -0.70 -0.69 1.63 -0.141
O 6.87922 4.60840 0.22743 -0.01 -0.43 -1.69 0.051
N -8.77241 -0.22724 -0.05383 0.51 -0.42 -0.31 -0.395
H -1.01988 4.48621 1.33693 -1.70 -1.67 -1.19 0.123
O -2.81415 -0.84028 2.10135 3.83 2.30 -7.49 -0.170
```
Positions in Å, forces in eV/Å.

**LUMO level**: -0.595 eV
**Calculated total energy**: -114808.1828 eV
**Structure (SMILES)**: CCCCO[C@@](C#N)(C[C@H](C)Cl)[C@H](C#N)CC(=O)I.C[N+](=O)[O-].C[N+](=O)[O-].C[N+](=O)[O-].C[N+](=O)[O-].C[N+](=O)[O-].C[N+](=O)[O-].C[N+](=O)[O-].C[N+](=O)[O-].C[N+](=O)[O-].C[N+](=O)[O-].C[N+](=O)[O-]
**Highest occupied orbital energy**: -10.0 eV
**Net charge**: 0
**Orbital gap**: 9.4 eV

---

Among the records above, which one has the highest highest occupied orbital energy?
C24H51ClIN13O24